C52H138F3N12O14Zn | the ωB97M-V functional and the def2-TZVPD basis

The geometry in XYZ format:
```
220
Properties=species:S:1:pos:R:3:mulliken_spin:R:1
Zn -1.539 2.807 -2.502 0.964
F -0.553 2.413 2.161 -0.002
F 1.007 0.861 2.435 0.000
F 1.461 2.722 1.445 -0.002
O 3.414 -4.352 -2.797 0.000
O -5.059 -3.831 -4.243 -0.001
O -0.145 -4.061 5.816 0.000
O -5.197 -3.033 -0.528 0.000
O -1.031 0.329 0.302 -0.025
O -4.101 2.748 4.851 0.000
O 4.570 2.341 -2.161 -0.002
O 0.259 3.789 -3.145 -0.086
O 1.590 6.114 4.739 0.000
O -1.172 -6.478 -2.114 0.000
O -0.209 1.943 -1.089 0.001
O 3.639 6.068 0.253 0.000
O -2.297 3.970 -0.901 -0.143
O 5.944 0.607 2.230 0.000
N -6.998 -1.973 2.697 0.000
N -1.093 -9.345 -2.366 0.000
N -1.154 1.618 -4.259 -0.150
N 4.318 -1.844 2.634 0.000
N -3.733 -1.555 -3.104 -0.003
N 0.388 -4.184 2.268 0.000
N 3.556 3.156 5.520 0.000
N 6.916 7.621 -0.362 0.000
N 6.640 1.250 -4.995 0.000
N 2.293 -2.810 0.372 0.001
N -6.421 0.797 4.350 0.000
N -3.116 1.384 -1.864 0.018
C -6.713 2.662 2.822 0.000
C 1.896 7.457 4.831 0.000
C 3.609 -0.261 4.212 0.000
C 6.066 1.310 -3.652 0.000
C 3.825 -0.537 2.769 -0.001
C -0.454 -7.231 -2.978 0.000
C 1.170 3.126 5.186 0.000
C -5.662 -4.360 -0.731 0.000
C 2.287 -3.023 -1.124 0.000
C 0.159 -8.595 -2.537 0.000
C -1.539 4.875 -0.040 0.020
C -2.082 -1.692 0.391 -0.006
C 2.461 5.381 5.484 0.000
C 4.990 6.202 0.410 0.000
C -0.763 -1.057 0.275 0.008
C 0.088 1.176 0.112 0.001
C -6.909 -2.355 1.290 -0.001
C -4.808 1.313 -0.231 0.055
C 0.118 -3.692 3.607 0.000
C 4.859 2.288 -3.502 -0.001
C -5.671 1.561 3.300 0.002
C -5.466 -2.440 -4.577 0.011
C 7.308 1.861 -2.885 0.000
C 4.288 -5.419 -3.217 0.000
C -1.105 -2.750 3.415 0.000
C -6.194 -4.718 -4.378 0.000
C 2.898 -1.770 -1.785 -0.001
C 2.439 3.938 4.949 0.000
C 5.622 7.021 -0.761 0.000
C 5.698 6.192 -2.044 0.000
C -0.581 -5.958 -0.926 0.000
C 0.123 2.058 -4.743 0.140
C 0.752 5.074 -2.757 0.021
C 3.185 -4.240 -1.419 0.000
C -3.978 2.280 -1.057 -0.052
C -3.213 -1.634 -5.534 0.000
C -3.253 3.249 -0.171 -0.031
C 4.552 0.549 1.989 0.000
C -4.282 1.903 3.754 -0.010
C 3.011 4.940 0.780 -0.001
C 0.573 3.534 -4.476 -0.022
C -7.808 -1.506 0.436 0.000
C 0.489 1.778 1.598 -0.002
C 0.937 -9.270 -3.734 0.000
C -4.383 -1.447 -4.413 -0.020
C -5.421 -2.496 0.810 -0.001
C 6.512 1.544 1.335 0.000
C 3.326 1.683 -1.786 -0.005
C -2.761 3.054 4.997 0.000
C 0.144 1.665 -6.183 -0.036
C -0.682 -4.799 6.865 0.000
C -0.031 -4.747 4.628 0.000
H -4.814 -0.446 -4.454 0.015
H 3.149 0.782 -2.374 -0.001
H 0.569 -3.355 1.720 0.000
H 7.552 6.857 -0.185 0.000
H -2.495 -1.316 1.327 0.001
H 0.305 3.493 4.633 0.000
H -0.460 4.774 0.069 -0.017
H -2.673 3.783 5.803 0.000
H -0.145 -1.345 1.125 -0.001
H 5.247 3.269 -3.776 0.000
H 0.273 -6.522 -3.376 0.000
H -0.860 -5.435 4.465 0.000
H -5.283 -4.686 -1.700 0.000
H -8.845 -1.492 0.771 0.000
H 7.511 2.897 -3.159 0.000
H 5.528 5.272 0.593 0.000
H 5.941 0.860 -5.611 0.000
H -3.787 2.404 2.922 0.004
H -7.228 -3.389 1.158 0.000
H 3.657 -1.292 -1.165 0.000
H 6.228 5.334 -1.631 0.000
H -6.505 -4.759 -5.422 0.000
H -2.594 -2.505 -5.316 0.002
H -1.977 4.974 0.954 -0.002
H 8.193 1.229 -2.956 0.000
H -0.637 -4.288 7.826 0.000
H -6.344 -2.184 -3.983 0.000
H -0.186 0.631 -6.283 -0.010
H 5.833 0.309 -3.290 0.000
H 3.308 -2.033 -2.760 0.001
H 5.866 2.391 1.100 0.000
H -7.378 3.080 3.578 0.000
H 2.591 -3.715 0.708 0.000
H 0.860 1.355 -4.352 0.043
H -0.968 -1.805 2.888 0.000
H -1.725 -5.055 6.681 0.000
H 0.315 -5.347 -1.035 0.000
H -2.194 3.434 4.148 0.000
H -5.689 0.951 2.396 0.000
H -5.623 1.838 0.267 0.005
H 2.147 5.541 6.515 0.000
H 7.028 1.893 -1.832 0.000
H 0.903 0.540 -0.234 -0.001
H 0.997 -3.143 3.944 0.000
H 2.698 3.985 3.891 0.000
H 1.873 7.951 5.802 0.000
H 6.273 6.580 -2.885 0.000
H -6.751 -4.393 -0.698 0.000
H 5.306 -5.392 -2.829 0.000
H -5.836 -2.307 -5.593 0.001
H -7.956 -1.921 3.015 0.000
H -2.968 2.874 0.812 0.024
H -3.715 -1.911 -6.461 0.000
H 4.085 1.529 2.085 0.000
H -2.799 0.674 -1.219 0.025
H -6.623 -2.751 3.221 0.000
H -2.211 2.193 5.376 0.000
H 5.001 6.897 1.250 0.000
H 2.084 -1.071 -1.974 0.002
H -5.314 -5.066 0.024 0.000
H 4.395 0.239 0.956 0.000
H -4.439 -1.941 -2.494 0.000
H -1.653 -8.928 -3.097 0.000
H 4.912 7.834 -0.911 0.000
H 1.694 5.040 -2.211 0.013
H 3.438 2.301 4.996 0.000
H -1.142 -7.437 -3.798 0.000
H -0.450 -4.598 1.887 0.000
H -1.880 2.032 -4.825 0.129
H 4.012 2.033 -4.139 0.002
H 7.485 0.696 -4.982 0.000
H 0.754 -8.587 -1.624 0.000
H -0.297 -6.789 -0.281 0.000
H 0.910 -5.293 4.693 0.000
H 2.765 -5.086 -0.875 0.000
H 6.649 8.030 0.522 0.000
H -5.258 0.528 -0.839 -0.001
H -3.809 0.975 -2.474 -0.021
H 4.596 -0.137 4.658 0.000
H 2.841 7.691 4.339 0.000
H 0.848 5.720 -3.630 0.012
H 6.930 0.962 0.514 0.000
H 7.339 2.039 1.844 0.000
H 1.377 2.093 4.908 0.000
H -5.927 -5.762 -4.210 0.000
H 1.082 7.909 4.265 0.000
H 0.942 3.249 6.244 0.000
H -0.532 2.367 -6.670 0.025
H -6.131 3.536 2.530 0.000
H 3.475 5.768 5.383 0.000
H -2.452 -0.865 -5.657 0.011
H -7.788 -1.912 -0.576 0.000
H 2.816 -0.673 2.382 0.000
H 4.227 -5.505 -4.302 0.000
H -3.851 0.908 3.861 0.000
H -3.954 4.018 0.152 -0.016
H 3.410 1.488 -0.717 0.001
H -1.318 -2.266 4.369 0.000
H -4.250 0.735 0.506 -0.001
H -2.011 -3.281 3.122 0.000
H -1.580 5.808 -0.603 0.013
H 1.252 -3.170 -1.431 0.001
H -1.957 -2.773 0.442 0.000
H -0.258 -5.789 7.033 0.000
H -7.389 0.635 4.109 0.000
H 4.204 -4.148 -1.044 0.000
H -1.496 -9.087 -1.477 0.000
H 1.929 5.057 0.842 0.002
H 1.059 2.013 -6.662 -0.001
H 5.166 -1.764 2.092 0.000
H -0.393 -1.351 -0.707 0.005
H -4.579 2.770 -1.824 0.024
H -7.226 2.369 1.907 0.000
H -3.020 -2.239 -3.312 0.001
H 3.816 -6.327 -2.841 0.000
H 0.397 -9.334 -4.678 0.000
H 2.481 2.291 -2.109 0.014
H -7.565 -0.453 0.573 0.000
H 2.852 0.503 4.390 0.000
H 1.261 -10.273 -3.454 0.000
H 3.267 4.823 1.833 0.000
H -6.054 -0.137 4.233 0.000
H 3.332 4.053 0.234 0.000
H 0.060 4.101 -5.253 0.036
H -4.950 -1.515 0.756 0.001
H 3.156 -1.107 4.730 0.000
H -4.820 -3.117 1.475 0.000
H 1.631 3.738 -4.645 0.001
H -1.443 -5.412 -0.542 0.000
H 4.757 5.838 -2.467 0.000
H 3.282 2.807 6.427 0.000
H -0.068 5.528 -2.200 0.011
H 1.766 -8.593 -3.941 0.000
H 3.011 -2.187 0.715 0.000
H 4.740 -2.101 3.515 0.000
H -1.149 0.629 -4.463 0.005
H -2.689 -1.240 -0.394 0.002
H -7.078 -4.379 -3.839 0.000
```

Total charge: 0
HOMO-LUMO gap (alpha / beta) (eV): 3.908 / 8.402
Multiplicity: 2
Expectation value of S²: 0.75
F_max (Eh/bohr): 0.0891